No. 1
A structure of composition C34H27Cl2N4O2PdS2, computed with wB97M-V/def2-TZVPD.

Values from the calculation:
relative energy (zero: lowest compared OMol25 entry of this formula, charge and spin)	0.004	eV
net charge	+1
Kohn-Sham gap (alpha / beta)	7.0477 / 6.0878	eV
DFT total energy	-3525.83506	a.u.
2S+1	3
highest occupied orbital energy (alpha / beta)	-10.02 / -10.02	eV
LUMO (alpha / beta)	-2.974 / -3.935	eV

XYZ file:
```
72
Properties=species:S:1:pos:R:3:forces:R:3:lowdin_charge:R:1
C -2.62425 -3.32317 2.38135 0.06 -0.17 0.00 -0.69
C 2.47771 -0.02075 -1.34248 -0.20 0.00 -0.04 -0.12
C -2.25307 3.85790 0.06164 0.08 0.13 0.11 -0.22
C -3.75717 0.61576 -0.13691 0.01 -0.04 0.00 -0.10
H -1.82983 -0.38250 -2.37130 -0.01 0.01 0.01 0.10
Pd -0.05778 -0.18125 0.28564 0.45 -0.19 0.01 0.63
C -3.47022 0.14878 2.58373 -0.08 0.15 0.00 -0.03
C -3.01135 -3.54660 3.69139 0.13 0.00 0.01 -0.11
C 0.67905 -0.30568 -4.62782 -0.01 0.00 -0.03 0.02
H -3.84656 0.77372 -1.20566 0.00 0.03 0.00 0.11
H 0.87436 -0.35324 -5.69169 0.00 0.00 0.00 0.12
H 2.68866 0.16347 1.91408 0.00 -0.02 0.03 0.08
H -3.79396 -4.26431 3.89252 -0.01 0.00 0.00 0.12
H -1.82490 1.53842 2.49715 -0.06 0.04 -0.01 0.10
S -1.18923 -2.18331 0.34438 -0.09 0.02 0.14 0.63
C 4.12400 -0.02098 -3.11982 0.20 0.02 0.19 -0.17
C -2.76905 1.26222 0.59199 0.00 -0.08 0.00 -0.45
H 7.73526 0.06117 -4.64120 0.00 0.00 0.00 0.12
H -1.58837 4.60374 -0.37039 0.00 -0.02 0.00 0.06
C 1.74052 -0.18656 -3.71909 0.13 0.00 -0.03 -0.06
C 4.79626 0.12809 -0.71545 0.02 0.00 -0.04 0.03
C -1.40505 -1.93292 4.43332 0.00 -0.08 -0.03 -0.12
O -0.27622 2.16483 0.52830 -0.31 -0.26 -0.22 -0.59
Cl -3.45611 -4.19728 1.13644 0.14 -0.05 -0.03 0.71
C 8.14089 -0.07530 -7.99688 0.06 0.00 -0.07 -0.28
C 7.47990 0.00243 -5.69039 0.08 0.00 -0.02 -0.01
S -1.57080 2.24468 -0.27293 0.03 0.37 -0.13 0.90
C -0.60959 -0.37213 -4.16228 0.01 0.00 0.03 -0.02
C -4.45674 -0.52984 1.87272 -0.07 -0.01 0.02 -0.24
H -6.38126 -1.37798 2.31876 -0.01 0.03 -0.01 0.09
C 3.03057 0.12054 0.88967 0.03 0.03 -0.06 -0.11
H -5.36259 -0.79353 -0.05429 -0.01 0.00 0.00 0.13
Cl 0.17432 -0.49784 2.82683 -0.10 -0.15 0.20 0.76
H 5.11091 0.24895 1.40144 0.00 0.00 0.00 0.12
H -5.20328 -1.52326 3.62888 -0.01 0.02 0.00 0.08
H -2.33850 3.99156 1.13889 0.00 0.02 0.00 0.07
C 3.82206 0.03150 -1.71903 0.07 0.02 -0.07 -0.06
C -2.39603 -2.85577 4.72262 -0.02 -0.01 0.00 -0.06
H 10.94327 -0.03558 -9.62908 0.01 0.00 0.00 0.10
N 3.77858 -0.15596 -5.26493 -0.02 0.01 0.11 0.19
C 5.81506 -0.14726 -7.40750 0.00 0.00 -0.06 -0.03
H -5.07807 -2.55431 2.20107 -0.15 0.17 0.02 0.03
C 5.12112 -0.06852 -5.00091 0.09 -0.01 -0.13 -0.25
H -3.34787 -0.04733 3.64226 -0.05 0.02 -0.03 0.12
C -1.61808 -2.40962 2.03663 0.03 -0.05 -0.07 -0.69
C -1.05076 -1.73095 3.11355 0.27 0.06 -0.01 -0.62
H 10.64257 0.91566 -8.15727 0.01 0.00 0.00 0.10
H -2.69204 -3.03175 5.74724 0.01 0.00 0.01 0.12
C 3.12669 -0.12482 -4.05455 -0.19 -0.02 -0.20 -0.12
H 5.83963 0.16607 -0.99873 0.00 0.00 0.00 0.13
N 0.15521 -0.18846 -1.91817 -0.10 -0.03 -0.04 0.01
C 6.14123 -0.07160 -6.05154 -0.09 0.00 0.09 -0.16
H 3.36613 -0.23226 -6.17693 -0.01 0.00 0.00 0.15
C 4.39698 0.17312 0.59415 -0.05 0.01 0.04 -0.02
C -0.83126 -0.31395 -2.78463 0.01 -0.01 -0.02 -0.12
C 10.41231 -0.01328 -8.68285 -0.04 0.00 -0.02 -0.07
H 4.78390 -0.20470 -7.73592 0.00 0.00 0.00 0.10
C -5.32935 -1.54951 2.54793 -0.12 0.05 -0.01 -0.04
H -0.91573 -1.37141 5.21645 0.01 0.01 0.00 0.11
H -3.23173 3.90228 -0.41453 -0.01 0.02 0.01 0.07
N 5.35800 0.01416 -3.71014 -0.11 -0.01 0.00 0.19
O 9.03122 -0.08426 -9.01059 0.00 0.00 0.05 -0.07
H -1.44744 -0.47388 -4.83657 0.00 0.00 0.00 0.12
C 8.48150 0.00137 -6.64866 -0.06 0.00 0.04 0.00
N 2.10273 0.02314 -0.04290 0.09 0.04 -0.01 0.02
C 1.43074 -0.13019 -2.34984 0.01 0.01 0.19 -0.12
H 6.55478 -0.20762 -9.42337 0.00 0.00 0.00 0.13
H 9.51287 0.05955 -6.33562 0.00 0.00 0.00 0.11
C -4.60129 -0.26923 0.51000 0.03 -0.03 0.01 -0.02
C -2.62371 1.04802 1.95455 -0.06 -0.06 0.01 -0.10
H 10.71469 -0.86826 -8.07478 0.01 0.00 0.00 0.10
C 6.79766 -0.14942 -8.37157 -0.02 0.00 0.06 0.01
```
Positions in Å, forces in eV/Å.



No. 2
A structure of composition C34H28AsBrN2O2SV in a non-equilibrium geometry, computed with wB97M-V/def2-TZVPD.

Values from the calculation:
relative energy (zero: lowest compared OMol25 entry of this formula, charge and spin)	1.211	eV
Kohn-Sham gap (alpha / beta)	6.0544 / 6.5154	eV
DFT total energy	-7724.34341	a.u.
2S+1	4
highest occupied orbital energy (alpha / beta)	-6.78 / -7.47	eV
LUMO (alpha / beta)	-0.721 / -0.951	eV

XYZ file:
```
70
Properties=species:S:1:pos:R:3:forces:R:3:lowdin_charge:R:1
H 0.45929 6.69582 5.87525 -0.01 0.00 0.00 0.11
H 3.45988 -1.24969 -2.23988 0.00 0.03 -0.01 0.11
C -5.59944 1.17477 -2.31516 -0.02 0.01 -0.01 -0.08
C 6.49245 -1.66950 -0.80082 0.01 0.02 -0.08 -0.09
C -6.67458 0.92073 -1.47490 -0.03 0.01 -0.01 -0.09
S 0.17046 -1.81255 -1.78880 -0.06 -0.84 -0.49 0.72
C -0.21180 2.70650 1.73770 -0.56 0.52 -0.22 -0.55
C -4.12472 0.08132 -0.75015 0.19 0.14 -0.07 -0.37
H 1.19112 2.56165 6.68886 -0.03 -0.01 0.00 0.11
H -1.26675 4.45724 2.12648 -0.05 -0.01 0.03 0.10
O 4.49103 -1.16501 2.18541 0.11 -0.02 0.08 0.04
C -2.46218 -4.70725 -2.75908 0.06 -0.02 0.00 -0.09
Br -1.10883 2.52118 0.02586 0.21 0.26 0.30 0.87
C -0.57687 3.72968 2.53681 -0.02 -0.45 -0.49 -0.09
C -1.28365 -4.00138 -2.58510 -0.11 0.01 0.01 -0.12
C -2.73506 -0.26739 2.40386 0.01 0.03 -0.14 -0.13
C 0.91327 4.67028 6.41623 -0.04 -0.02 -0.01 -0.08
N 2.14315 -0.01797 1.34072 0.26 0.05 0.22 0.01
C 0.85190 3.34213 6.02020 0.02 0.03 0.06 -0.08
C 4.79345 -1.25550 0.85038 -0.04 -0.12 -0.14 -0.27
C -2.61991 -0.62049 3.73991 -0.01 0.01 0.06 -0.09
C -3.66403 -4.21384 -2.26466 -0.08 -0.02 0.00 -0.10
H 5.81214 -1.76904 -2.84156 0.02 0.02 0.01 0.10
H -0.34704 -4.37891 -2.97467 -0.01 0.00 -0.03 0.10
C -0.09154 3.99383 3.88528 0.20 0.17 0.47 -0.22
C 4.22354 -1.32673 -1.47826 0.02 0.10 0.04 -0.02
H -1.30868 -3.71854 3.36990 0.00 0.00 -0.02 0.11
C -0.06987 5.32463 4.32459 0.04 -0.10 -0.18 -0.04
O 1.80591 -0.10995 -0.94034 2.13 0.07 -0.40 -0.42
H 0.24129 1.96102 4.51430 0.07 -0.06 -0.08 0.11
C 0.43662 5.65881 5.56625 0.00 0.06 0.08 -0.08
C 5.53735 -1.60557 -1.80810 -0.01 -0.02 0.03 -0.09
H 7.52981 -1.85998 -1.04544 0.00 -0.02 0.02 0.10
C 0.34717 3.00484 4.77620 -0.14 -0.02 -0.23 -0.04
V 0.01857 0.10153 -0.49856 -1.25 0.78 -0.86 0.26
C 0.84877 1.77457 1.88557 0.48 -0.59 0.15 -0.18
H -3.47999 0.95881 -2.59670 -0.06 0.00 -0.08 0.10
C -1.83870 -2.40532 1.76198 -0.08 0.00 -0.09 -0.09
H -4.61032 -2.62697 -1.17215 -0.01 -0.02 -0.03 0.10
H -0.43702 6.10118 3.66387 0.01 0.01 0.01 0.11
C -2.11450 -1.86518 4.08854 0.02 -0.03 0.01 -0.09
C -1.71517 -2.75259 3.09865 -0.02 0.01 0.06 -0.08
C -6.47508 0.26031 -0.27151 -0.05 0.02 0.00 -0.08
H -7.31446 0.06968 0.38515 0.01 -0.02 0.00 0.10
C 3.83983 -1.11714 -0.15584 -0.09 0.17 0.10 -0.09
C -5.20401 -0.16373 0.09012 0.12 -0.04 0.05 -0.11
C -3.67910 -3.01583 -1.56898 -0.05 0.12 0.14 -0.09
As -2.32439 -0.61556 -0.45981 -1.75 -0.88 0.22 1.21
C 6.12164 -1.50045 0.51936 0.04 0.00 0.18 -0.02
H -1.52533 -3.09760 0.98877 0.00 -0.02 0.01 0.11
H -7.66997 1.23603 -1.76041 0.01 0.01 0.01 0.10
H -2.44890 -5.64944 -3.29348 0.01 0.01 0.00 0.10
H 6.84599 -1.56935 1.32127 -0.01 -0.02 -0.01 0.11
H 2.91912 0.60245 1.55782 -0.03 0.12 -0.12 0.13
H 1.30317 4.93107 7.39118 0.02 0.00 -0.01 0.10
N 0.97315 0.69409 1.16780 0.24 0.60 1.19 -0.11
C -1.29529 -2.77531 -1.91684 -0.11 0.16 0.07 -0.67
H -5.75467 1.69043 -3.25405 0.02 0.01 0.00 0.10
H -3.11420 0.71253 2.13231 -0.03 0.00 0.04 0.10
H 3.53711 -1.24345 2.31354 -0.03 0.04 -0.01 0.08
H -5.05150 -0.69225 1.02342 -0.04 -0.01 -0.01 0.10
C -2.49937 -2.30677 -1.38205 0.16 -0.03 -0.17 -0.40
H -2.03085 -2.14346 5.13137 0.01 0.01 0.00 0.10
C -4.32827 0.76163 -1.94940 0.08 0.00 0.11 -0.12
H -2.92615 0.07383 4.51256 0.00 0.02 -0.02 0.10
H 1.63842 2.04121 2.58260 -0.01 -0.01 0.09 0.14
H 1.84322 -1.75664 0.25375 0.02 0.05 -0.02 0.11
C -2.36874 -1.16778 1.40463 0.10 -0.04 0.14 -0.37
H -4.58483 -4.75878 -2.42748 0.00 -0.01 0.04 0.10
C 2.37562 -0.79948 0.09012 0.13 -0.25 0.00 -0.47
```
Positions in Å, forces in eV/Å.



No. 3
A structure of composition C34H28ClN5O4ReS, computed with wB97M-V/def2-TZVPD.

Values from the calculation:
net charge	+2
Kohn-Sham gap (alpha / beta)	6.8862 / 6.4026	eV
DFT total energy	-2823.42183	a.u.
2S+1	4
highest occupied orbital energy (alpha / beta)	-13.17 / -13.40	eV
LUMO (alpha / beta)	-6.284 / -6.993	eV

XYZ file:
```
74
Properties=species:S:1:pos:R:3:forces:R:3:lowdin_charge:R:1
C -4.87732 -1.28263 3.49663 -0.01 0.01 0.00 -0.05
H -3.24456 -2.06356 2.33375 0.00 0.00 0.00 0.10
H 1.72584 2.46172 -4.55803 0.01 0.00 -0.02 0.12
C 2.41462 -2.98849 -0.73971 0.01 -0.01 0.00 0.00
C 3.69292 1.39164 0.92055 -0.01 0.09 -0.04 -0.30
C -0.43749 0.85310 3.73395 0.00 0.01 0.02 0.00
H 2.22627 -0.82315 -0.69282 0.00 0.00 0.00 0.09
C -1.79792 -5.25532 -0.14945 0.00 -0.02 0.00 -0.03
N 4.97331 1.55698 0.59384 0.02 -0.04 0.00 -0.18
H -1.25432 -1.48243 -4.77202 0.00 0.00 -0.01 0.13
H 0.99879 4.31217 -1.02388 0.00 -0.01 -0.01 0.12
H 2.25452 -5.11786 -0.74947 0.00 0.00 0.00 0.14
H -2.39835 -6.15278 -0.09584 0.00 0.00 0.00 0.12
H 1.38998 5.62143 1.00284 0.00 0.00 0.00 0.12
C 0.65226 1.90735 -2.25399 0.00 -0.03 -0.01 -0.01
S -3.51115 -0.78259 -0.23118 -0.02 0.03 0.01 0.69
C -0.59204 -0.62887 -4.73005 0.00 0.00 -0.01 0.03
N 0.40979 -1.74393 -0.42445 0.06 -0.03 -0.03 -0.04
C 5.46344 1.20829 -0.72918 0.00 -0.04 0.01 -0.02
C 0.09415 2.00584 1.29508 0.02 0.03 -0.03 -0.16
H 1.27672 2.78856 -2.36997 0.00 0.00 0.00 0.14
H -5.78057 0.78655 0.34534 0.00 0.00 0.00 0.13
C -1.69325 -2.85840 -0.07938 0.04 -0.08 0.00 -0.24
C -2.43533 -4.00401 -0.00274 0.01 0.02 0.00 0.02
C 1.08542 1.59020 -4.60527 -0.01 0.00 0.00 -0.04
H -6.58059 -0.34804 4.39485 0.00 0.00 0.00 0.12
H 0.22491 2.68098 4.61758 0.00 0.00 0.00 0.14
N 0.16908 1.65859 -1.06910 -0.01 0.05 -0.03 -0.05
C -4.42728 -0.62965 1.24750 0.02 -0.01 -0.02 -0.29
H 6.48385 1.08311 1.99341 0.02 0.00 -0.03 0.10
H 3.47298 1.68747 1.95778 0.01 -0.01 0.01 0.14
H -0.65692 0.35451 4.66653 0.00 0.00 0.00 0.12
H 6.07865 2.01998 -1.11551 0.00 0.00 0.00 0.10
H 4.61765 1.04561 -1.39035 0.00 0.00 0.00 0.08
O -1.03423 -0.49619 -2.44248 -0.09 -0.02 -0.02 -0.20
C 0.32960 2.75039 2.46226 -0.01 -0.02 -0.02 -0.13
N -2.12459 -1.53358 0.09376 -0.01 0.04 -0.02 -0.27
C 0.82164 3.84280 -0.06597 -0.01 -0.01 0.00 0.02
Cl 1.68217 1.49782 -7.22563 0.01 0.00 -0.01 0.73
O -2.87744 0.57281 -0.51112 0.00 0.02 0.01 -0.39
C 1.04289 4.60245 1.10308 0.00 0.01 0.01 -0.03
H 0.03113 -6.31125 -0.44885 0.00 0.00 0.00 0.13
N -0.42974 0.73730 1.35102 0.01 0.04 0.13 -0.04
C -6.29339 0.32363 2.38060 0.00 -0.01 0.01 -0.04
C 0.04570 -0.16688 -5.85836 0.00 0.00 0.01 -0.04
C -4.09053 -1.38841 2.35933 0.02 -0.01 0.01 -0.07
H 0.99256 4.65673 3.23504 0.00 0.00 0.00 0.13
C 0.89580 0.94555 -5.79643 0.01 0.02 0.00 -0.66
C 0.05049 2.13233 3.70029 0.00 -0.01 0.00 0.05
O -4.31019 -1.33016 -1.26716 0.01 0.00 -0.01 -0.20
C 0.38609 2.55041 0.02225 0.00 0.01 0.04 -0.20
C -0.44946 -5.34745 -0.34785 0.00 -0.01 0.00 0.00
H -1.09123 -0.81234 2.51443 0.00 0.00 0.00 0.11
H 6.07096 0.30203 -0.68889 0.00 0.00 0.00 0.10
C 0.44266 1.13645 -3.43013 -0.01 -0.01 0.01 -0.12
H 6.68882 2.61576 1.13101 -0.01 0.02 0.01 0.10
H -4.64301 -1.87517 4.37029 0.00 0.00 0.00 0.12
C 5.95969 1.95083 1.59020 -0.01 0.03 0.00 -0.03
C -5.52721 0.22155 1.23305 -0.01 0.01 -0.01 -0.04
C -0.67680 0.18697 2.53000 -0.02 0.00 -0.03 -0.07
C -0.40134 0.00142 -3.49887 0.05 0.02 0.02 -0.28
C 1.71855 -1.77895 -0.63200 -0.02 0.01 0.02 -0.06
C 0.33834 -4.17406 -0.43338 -0.02 0.03 0.00 -0.13
H 3.48155 -2.96130 -0.90524 0.00 -0.01 0.00 0.12
C -0.29664 -2.92950 -0.31215 -0.03 -0.02 0.00 -0.14
C 1.73447 -4.17304 -0.65133 0.00 0.00 0.00 0.05
H -7.15139 0.98114 2.39461 0.00 0.00 0.00 0.12
O 2.80435 0.97690 0.17381 0.01 -0.03 0.01 -0.05
C 0.82032 4.07295 2.34047 0.00 0.00 0.00 0.00
H -3.50454 -3.95601 0.15994 0.00 0.01 0.00 0.13
H 5.47291 2.48552 2.40331 0.00 -0.04 0.02 0.09
Re -0.85154 -0.07625 -0.54657 -0.05 -0.05 0.00 1.75
H -0.10614 -0.65932 -6.80957 -0.01 -0.01 0.00 0.12
C -5.96932 -0.42623 3.50599 0.00 0.00 -0.01 -0.04
```
Positions in Å, forces in eV/Å.